No. 1
The following is a quantum chemistry calculation of one molecule with the formula C2H3I in a non-equilibrium geometry, from the Open Molecules 2025 dataset.

Calculated values
Structure (SMILES) ... C=CI
Strongest force on any atom ... 7.57 eV Å⁻¹
HOMO-LUMO gap (alpha / beta) ... 8.86 / 8.29 eV
E ... -10218.39334 eV
Energy above the lowest of the compared OMol25 structures with the same formula, charge and spin ... 90.8 kcal per mole

```
! wB97M-V def2-TZVPD RIJCOSX def2/J DEFGRID3
* xyz 0 1
C -0.496 0.125 0.923
C 0.063 -0.073 -0.840
I 1.984 -0.623 -0.932
H -1.529 0.336 1.188
H 0.443 -0.113 1.370
H -0.465 0.348 -1.708
*
```


No. 2
The following is a quantum chemistry calculation of C48H51N3O9PPtS as an isolated structure in a non-equilibrium geometry, from the Open Molecules 2025 dataset.

Calculated values
Strongest force on any atom ... 6.02 eV Å⁻¹
HOMO-LUMO gap (alpha / beta) ... 4.05 / 4.06 eV
E ... -96859.19500 eV

```
! wB97M-V def2-TZVPD RIJCOSX def2/J DEFGRID3
* xyz 1 1
Pt 0.196 0.699 -0.189
C 0.552 2.458 5.225
C -0.144 1.141 5.364
C -0.613 0.803 6.629
C -1.216 -0.413 6.888
C -1.358 -1.332 5.863
C -0.931 -1.008 4.590
C -0.325 0.216 4.322
P 0.216 0.568 2.611
C -0.196 2.337 2.380
C 0.784 3.289 2.088
C 0.424 4.608 1.868
C -0.914 4.972 1.899
C -1.887 4.023 2.170
C -1.548 2.696 2.416
C -2.605 1.694 2.758
C 2.018 0.331 2.635
C 2.656 0.152 3.866
C 4.013 -0.088 3.933
C 4.753 -0.169 2.765
C 4.125 -0.023 1.545
C 2.752 0.213 1.452
C 2.192 0.273 0.069
H 1.006 2.732 6.175
H -0.158 3.242 4.962
H 1.335 2.434 4.472
H -0.484 1.512 7.432
H -1.559 -0.642 7.884
H -1.801 -2.297 6.057
H -1.050 -1.717 3.788
H 1.826 2.997 2.063
H 1.180 5.348 1.650
H -1.201 5.992 1.696
H -2.929 4.308 2.198
H -3.567 1.972 2.333
H -2.723 1.632 3.840
H -2.334 0.700 2.395
H 2.086 0.195 4.780
H 4.488 -0.215 4.893
H 5.813 -0.361 2.805
H 4.697 -0.107 0.633
H 2.352 -0.699 -0.424
H 2.765 1.017 -0.503
O 0.388 4.669 -1.343
C 0.799 3.531 -1.367
O 0.604 2.657 -0.454
C 1.659 3.092 -2.554
C 2.402 4.047 -3.247
C 3.180 3.626 -4.326
C 3.230 2.307 -4.731
C 2.451 1.358 -4.043
C 1.678 1.771 -2.940
N 2.426 0.061 -4.472
O 3.135 -0.369 -5.398
O 1.537 -0.764 -3.929
N 3.948 4.628 -5.058
O 4.540 4.252 -6.041
O 3.929 5.756 -4.630
H 2.373 5.088 -2.973
H 3.835 1.989 -5.566
H 1.095 1.031 -2.401
C -1.596 0.424 -6.542
C -0.244 0.211 -5.904
S -0.413 -0.084 -4.086
O -1.529 0.795 -3.662
C -1.068 -1.811 -3.998
C -2.489 -1.784 -3.496
H -1.458 0.729 -7.578
H -2.136 1.218 -6.027
H -2.192 -0.485 -6.532
H 0.379 1.096 -6.011
H 0.288 -0.659 -6.282
H -0.386 -2.336 -3.335
H -0.969 -2.216 -4.998
H -2.521 -1.387 -2.485
H -2.909 -2.788 -3.496
H -3.112 -1.159 -4.131
N -1.852 1.400 -0.937
C -3.173 0.996 -0.554
C -4.251 1.857 -0.723
C -5.526 1.448 -0.377
C -5.730 0.178 0.141
C -4.655 -0.676 0.326
C -3.380 -0.267 -0.020
H -1.791 2.420 -0.878
H -1.736 1.167 -1.939
H -4.086 2.840 -1.141
H -6.360 2.119 -0.513
H -6.726 -0.142 0.404
H -4.805 -1.661 0.743
H -2.524 -0.909 0.131
C 1.298 -7.565 -0.443
C 0.922 -6.169 -0.081
C -0.313 -5.631 -0.403
C -0.636 -4.317 -0.090
C -2.013 -3.834 -0.420
C 0.313 -3.516 0.548
C 1.553 -4.055 0.932
C 2.592 -3.239 1.634
C 1.836 -5.367 0.597
C 0.075 -2.053 0.809
O 0.124 -1.647 1.977
O -0.149 -1.321 -0.207
H 0.457 -8.103 -0.871
H 1.649 -8.101 0.437
H 2.112 -7.547 -1.167
H -1.051 -6.236 -0.910
H -2.753 -4.491 0.034
H -2.175 -3.852 -1.496
H -2.178 -2.830 -0.051
H 2.156 -2.646 2.434
H 3.071 -2.565 0.925
H 3.364 -3.880 2.051
H 2.798 -5.779 0.861
*
```


No. 3
The following is a quantum chemistry calculation of H16O8Pb as an isolated structure, from the Open Molecules 2025 dataset.

Calculated values
Strongest force on any atom ... 0.57 eV Å⁻¹
HOMO-LUMO gap ... 11.85 eV
E ... -21874.32886 eV
Energy above the lowest of the compared OMol25 structures with the same formula, charge and spin ... 3.2 kcal per mole

```
! wB97M-V def2-TZVPD RIJCOSX def2/J DEFGRID3
* xyz 2 1
Pb -0.031 -0.006 0.003
O -2.427 -1.095 0.285
H -2.445 -1.950 -0.174
H -3.317 -1.000 0.659
O 1.348 -1.355 -1.832
H 1.975 -1.221 -2.560
H 1.007 -2.251 -1.965
O 1.252 1.940 -1.318
H 1.987 2.349 -0.841
H 0.847 2.670 -1.812
O 2.258 0.521 1.133
H 2.635 -0.097 1.778
H 2.993 1.108 0.905
O -1.540 2.064 0.418
H -2.244 2.531 -0.059
H -1.078 2.757 0.918
O -1.320 0.346 -2.267
H -2.283 0.459 -2.287
H -0.991 0.822 -3.046
O 0.881 -2.459 0.950
H 0.665 -2.785 1.836
H 1.185 -3.246 0.474
O -0.311 0.008 2.567
H -0.003 -0.600 3.255
H -1.046 0.491 2.979
*
```


No. 4
The following is a quantum chemistry calculation of C24H25BrCoNO2Sb as an isolated structure, from the Open Molecules 2025 dataset.

Calculated values
Strongest force on any atom ... 0.86 eV Å⁻¹
HOMO-LUMO gap (alpha / beta) ... 7.45 / 7.99 eV
E ... -145085.27851 eV
Energy above the lowest of the compared OMol25 structures with the same formula, charge and spin ... 7.6 kcal per mole

```
! wB97M-V def2-TZVPD RIJCOSX def2/J DEFGRID3
* xyz 0 2
Co -0.359 -0.772 0.315
Br -0.074 -0.240 2.840
C -0.187 1.617 2.469
C -0.212 2.492 3.508
C -0.272 3.877 3.224
C -0.292 4.310 1.932
C -0.265 3.394 0.848
C -0.280 3.845 -0.495
C -0.261 2.945 -1.517
C -0.234 1.551 -1.255
C -0.221 1.064 0.025
C -0.225 1.999 1.104
H -0.186 2.140 4.530
H -0.297 4.585 4.041
H -0.331 5.371 1.713
H -0.309 4.911 -0.690
H -0.274 3.294 -2.543
H -0.253 0.857 -2.088
C 3.140 0.126 -2.781
C 3.150 -1.228 -2.075
Sb 2.142 -1.199 -0.204
C 3.215 0.405 0.707
C 4.716 0.187 0.861
C 3.100 -2.875 0.697
C 2.482 -3.262 2.038
H 3.592 0.054 -3.772
H 3.703 0.875 -2.220
H 2.128 0.513 -2.910
H 4.166 -1.567 -1.862
H 2.673 -1.995 -2.687
H 2.728 0.596 1.664
H 2.995 1.271 0.079
H 4.936 -0.594 1.591
H 5.218 1.095 1.199
H 5.188 -0.109 -0.080
H 4.156 -2.622 0.800
H 3.034 -3.691 -0.026
H 2.520 -2.434 2.750
H 3.004 -4.104 2.498
H 1.434 -3.550 1.928
O -1.386 -1.346 -1.697
C -2.392 -1.425 -0.986
N -2.299 -1.355 0.373
C -3.585 -1.360 0.912
O -3.882 -1.303 2.079
C -4.555 -1.508 -0.242
C -5.930 -1.583 -0.258
C -6.548 -1.682 -1.502
C -5.805 -1.701 -2.682
C -4.414 -1.625 -2.652
C -3.819 -1.533 -1.412
H -6.499 -1.556 0.663
H -7.628 -1.741 -1.559
H -6.319 -1.776 -3.632
H -3.826 -1.639 -3.561
*
```